No. 1
59
Properties=species:S:1:pos:R:3:lowdin_charge:R:1 method="wB97M-V/def2-TZVPD" multiplicity=1 e_above_lowest_kcal_mol=18.5 lumo_ev=0.42 gap_ev=8.20 smiles="O=S(=O)(C(C[N@@H+]1CCC[C@@H]1Cc1ccccc1)=[S@](=O)([O-])c1ccccc1)c1ccccc1" energy_ha=-2120.81505 total_charge=0
C 2.305 3.333 -3.025 -0.082
C 0.954 2.992 -2.892 -0.067
C 0.403 2.804 -1.619 -0.073
C 1.197 2.976 -0.482 -0.284
S 0.482 2.708 1.165 0.697
C 0.581 0.988 1.643 -0.417
C -0.476 0.396 2.530 -0.101
S 1.267 -0.114 0.444 0.708
C 3.002 -0.177 -0.102 -0.248
C 3.292 0.020 -1.459 -0.061
C 4.534 -0.379 -1.976 -0.070
C 5.489 -0.951 -1.134 -0.081
C 5.212 -1.107 0.227 -0.077
C 3.966 -0.753 0.738 -0.060
O 1.168 -1.423 1.109 -0.370
O 0.518 0.114 -0.796 -0.356
O 1.229 3.552 2.081 -0.328
O -0.956 2.902 0.952 -0.364
C 2.540 3.329 -0.614 -0.064
C 3.103 3.475 -1.884 -0.082
H 2.750 3.484 -4.006 0.103
H 0.301 2.860 -3.760 0.109
H -0.635 2.489 -1.494 0.115
H -0.203 -0.571 2.994 0.125
H -0.803 1.115 3.282 0.101
H 2.540 0.515 -2.096 0.109
H 4.732 -0.225 -3.039 0.107
H 6.451 -1.255 -1.538 0.103
H 5.978 -1.507 0.892 0.106
H 3.719 -0.911 1.785 0.117
H 3.138 3.412 0.294 0.119
H 4.162 3.702 -1.959 0.106
C -2.791 -2.120 -3.475 -0.100
C -3.792 -2.356 -2.519 -0.087
C -3.482 -2.317 -1.148 -0.053
C -2.150 -2.147 -0.734 -0.206
C -1.812 -2.162 0.739 -0.097
C -2.599 -1.212 1.616 -0.250
C -2.953 -1.790 2.994 -0.135
C -3.362 -0.572 3.842 -0.154
C -3.114 0.649 2.939 -0.104
N -2.030 0.197 1.942 -0.005
C -1.144 -2.054 -1.714 -0.038
C -1.460 -1.992 -3.079 -0.073
H -3.016 -2.109 -4.539 0.097
H -4.824 -2.533 -2.841 0.099
H -4.282 -2.453 -0.413 0.108
H -2.039 -3.167 1.145 0.138
H -0.750 -2.004 0.913 0.081
H -3.559 -0.948 1.128 0.142
H -3.793 -2.503 2.913 0.126
H -2.103 -2.339 3.448 0.127
H -4.425 -0.587 4.082 0.108
H -2.850 -0.566 4.814 0.115
H -4.014 0.845 2.306 0.140
H -2.786 1.546 3.475 0.126
H -2.064 0.768 1.102 0.146
H -0.093 -2.048 -1.403 0.101
H -0.651 -1.821 -3.796 0.108



No. 2
17
Properties=species:S:1:pos:R:3:lowdin_charge:R:1 method="wB97M-V/def2-TZVPD" multiplicity=1 e_above_lowest_kcal_mol=17.4 lumo_ev=-7.21 gap_ev=6.28 energy_ha=-509.44923 total_charge=+1
C 3.160 0.708 -0.128 -0.017
C 1.520 -0.943 -0.427 0.000
C 2.230 1.487 0.587 -0.074
C 0.556 -0.071 0.292 -0.335
C -1.849 -0.249 0.045 -0.226
C -2.036 1.043 -0.279 0.068
C -2.981 -1.300 -0.031 0.066
N 2.751 -0.534 -0.546 0.117
N -0.632 -0.622 0.407 0.248
N 0.995 1.054 0.780 0.140
O -2.022 2.169 -0.512 0.370
H 4.167 0.939 -0.110 0.096
H 1.043 -1.746 -0.981 0.128
H 2.474 2.524 1.100 0.168
H -2.515 -2.143 -0.577 0.124
H -3.649 -0.754 -0.554 0.051
H -3.213 -1.563 0.935 0.076



No. 3
70
Properties=species:S:1:pos:R:3:lowdin_charge:R:1 method="wB97M-V/def2-TZVPD" multiplicity=1 e_above_lowest_kcal_mol=46.1 lumo_ev="-11.64 / -11.64" gap_ev="4.64 / 4.64" energy_ha=-5115.41964 total_charge=+3
Mo -0.147 -0.051 -0.193 1.662
N 0.296 3.927 1.783 0.146
C 0.341 2.641 1.442 -0.713
S 0.310 2.223 -0.274 0.825
N 0.419 1.688 2.316 0.042
N 0.533 0.459 1.748 -0.180
C 1.065 -0.446 2.548 0.020
C 1.511 -1.741 2.199 -0.120
C 1.989 -2.611 3.202 0.023
C 2.566 -3.806 2.855 -0.007
C 2.715 -4.156 1.505 0.015
C 2.282 -3.325 0.490 0.040
C 1.673 -2.131 0.842 -0.253
O 1.250 -1.255 -0.077 -0.212
H 0.227 4.659 1.097 0.117
H 0.456 4.186 2.746 0.141
H 1.238 -0.101 3.564 0.164
H 1.896 -2.325 4.242 0.139
H 2.925 -4.477 3.623 0.134
H 3.190 -5.096 1.252 0.136
H 2.411 -3.583 -0.552 0.140
N -2.160 0.535 -2.698 -0.061
P -2.511 0.826 -1.071 1.022
C -3.101 2.511 -0.992 -0.353
C -4.255 2.856 -0.282 -0.054
C -4.699 4.171 -0.288 -0.031
C -4.010 5.136 -1.006 -0.020
C -2.871 4.793 -1.732 -0.043
C -2.412 3.491 -1.721 -0.133
C -3.808 -0.289 -0.555 -0.369
C -4.242 -0.233 0.774 -0.111
C -5.282 -1.047 1.190 -0.038
C -5.881 -1.922 0.290 -0.022
C -5.444 -1.985 -1.026 -0.035
C -4.407 -1.171 -1.454 -0.065
C -0.878 0.401 -3.164 -0.342
C -0.612 0.379 -4.536 0.038
C 0.689 0.325 -4.968 0.025
C 1.736 0.296 -4.034 -0.003
C 1.424 0.299 -2.712 -0.113
N 0.126 0.331 -2.265 -0.144
H -2.859 0.750 -3.400 0.147
H -4.825 2.113 0.254 0.098
H -5.595 4.433 0.257 0.127
H -4.366 6.158 -1.018 0.129
H -2.354 5.544 -2.314 0.124
H -1.538 3.235 -2.309 0.085
H -3.780 0.446 1.483 0.122
H -5.631 -0.996 2.213 0.127
H -6.698 -2.552 0.617 0.128
H -5.919 -2.661 -1.725 0.126
H -4.073 -1.231 -2.482 0.112
H -1.437 0.420 -5.235 0.139
H 0.905 0.317 -6.029 0.142
H 2.771 0.269 -4.343 0.136
H 2.189 0.268 -1.949 0.115
Br -4.461 -7.144 1.581 0.908
C -3.577 -5.566 1.140 -0.657
C -3.322 -4.621 2.138 -0.081
C -2.677 -3.452 1.812 0.017
C -2.281 -3.221 0.483 -0.154
C -2.534 -4.182 -0.512 0.023
C -3.180 -5.349 -0.184 -0.078
C -1.607 -2.025 0.137 -0.494
O -1.159 -1.702 -1.014 -0.095
O -1.283 -1.090 1.031 -0.157
H -3.633 -4.818 3.154 0.120
H -2.475 -2.711 2.575 0.133
H -2.217 -4.001 -1.531 0.136
H -3.382 -6.102 -0.933 0.121



No. 4
85
Properties=species:S:1:pos:R:3:lowdin_spin:R:1 method="wB97M-V/def2-TZVPD" multiplicity=2 lumo_ev="-6.83 / -6.51" gap_ev="6.05 / 6.35" s2=0.7585 energy_ha=-2638.85355 total_charge=+2
Re -0.029 0.026 -0.100 0.764
C -0.525 2.006 2.569 -0.003
P -0.689 0.236 2.257 0.004
C 0.433 -0.609 3.381 -0.001
C 1.533 0.047 3.927 -0.001
C 2.387 -0.638 4.782 0.000
C 2.144 -1.966 5.094 -0.001
C 1.044 -2.623 4.552 0.000
C 0.190 -1.948 3.696 -0.001
C -2.357 -0.278 2.693 0.004
C -3.338 -0.321 1.702 0.001
C -4.651 -0.613 2.040 0.000
C -4.983 -0.862 3.365 0.000
C -4.007 -0.825 4.352 0.000
C -2.692 -0.536 4.022 0.000
C 0.570 2.502 1.688 0.008
C 1.250 3.676 1.684 0.034
C 1.949 3.755 0.435 0.031
C 1.658 2.628 -0.262 0.012
C 1.938 2.262 -1.685 -0.002
P 1.725 0.468 -1.785 0.001
C 1.301 -0.005 -3.464 0.001
C 1.928 0.650 -4.525 0.000
C 1.670 0.249 -5.826 0.000
C 0.799 -0.807 -6.069 0.000
C 0.176 -1.460 -5.016 0.000
C 0.423 -1.059 -3.710 0.000
C 3.380 -0.196 -1.478 0.002
C 4.239 0.458 -0.591 0.000
C 5.517 -0.031 -0.379 0.000
C 5.945 -1.174 -1.047 0.001
C 5.096 -1.823 -1.930 0.000
C 3.815 -1.334 -2.151 0.001
N 0.846 1.782 0.513 0.064
H -1.486 2.434 2.264 0.000
H -0.390 2.229 3.628 0.000
H 1.738 1.082 3.682 0.000
H 3.236 -0.125 5.215 0.000
H 2.803 -2.490 5.774 0.000
H 0.845 -3.655 4.812 0.000
H -0.684 -2.452 3.297 0.000
H -3.074 -0.138 0.667 0.000
H -5.414 -0.652 1.274 0.000
H -6.007 -1.087 3.630 0.000
H -4.270 -1.022 5.382 0.000
H -1.935 -0.512 4.796 0.000
H 1.221 4.430 2.454 0.002
H 2.567 4.570 0.094 0.002
H 1.209 2.723 -2.358 0.000
H 2.936 2.553 -2.010 0.000
H 2.620 1.463 -4.342 0.000
H 2.151 0.758 -6.650 0.000
H 0.609 -1.121 -7.086 0.000
H -0.502 -2.280 -5.210 0.000
H -0.072 -1.562 -2.889 0.000
H 3.917 1.352 -0.066 0.000
H 6.184 0.483 0.300 0.000
H 6.949 -1.547 -0.889 0.000
H 5.434 -2.702 -2.463 0.000
H 3.162 -1.839 -2.853 0.000
O -1.221 -1.275 -0.763 0.041
C -1.544 -2.565 -0.450 0.012
C -2.799 -3.023 -0.826 -0.002
C -3.174 -4.318 -0.527 0.001
C -2.293 -5.161 0.147 -0.004
C -1.041 -4.705 0.506 0.002
C -0.641 -3.398 0.205 -0.001
C 0.682 -2.912 0.569 0.001
N 1.100 -1.648 0.576 0.011
C 2.388 -1.642 1.077 0.007
C 2.759 -2.914 1.347 -0.001
N 1.682 -3.698 1.018 0.000
H -3.461 -2.345 -1.349 0.000
H -4.154 -4.675 -0.814 0.000
H -2.589 -6.172 0.393 0.000
H -0.379 -5.371 1.044 0.000
H 2.937 -0.732 1.225 0.000
H 3.674 -3.319 1.742 0.000
H 1.652 -4.702 1.062 0.000
C -3.068 3.068 -1.993 0.002
C -2.127 2.120 -1.407 0.009
N -1.386 1.380 -0.945 0.001
H -3.989 3.082 -1.413 0.000
H -3.287 2.780 -3.019 0.001
H -2.623 4.062 -1.985 0.000



No. 5
72
Properties=species:S:1:pos:R:3:lowdin_charge:R:1 method="wB97M-V/def2-TZVPD" multiplicity=1 e_above_lowest_kcal_mol=3.4 lumo_ev=0.82 gap_ev=9.14 smiles=CCCC[C@@H](CNC)NC[C@H](NCCCCC1CCCCC1)C(C)C energy_ha=-1030.73823 total_charge=0
C -1.231 3.338 -3.511 -0.116
H -1.079 2.338 -3.913 0.068
C -2.204 3.299 -2.338 -0.271
C -1.689 2.408 -1.211 -0.228
C -2.660 2.343 -0.035 -0.171
H -2.873 3.355 0.319 0.119
H -3.607 1.910 -0.363 0.110
C -2.097 1.533 1.149 -0.348
N -1.621 0.194 0.834 -0.013
H -0.827 0.264 0.206 0.074
C -2.571 -0.725 0.226 -0.175
C -1.779 -1.891 -0.377 -0.319
N -1.021 -1.371 -1.510 -0.032
H -1.602 -1.387 -2.340 0.109
C 0.256 -2.019 -1.762 -0.220
C 1.350 -1.392 -0.890 -0.194
H 2.249 -2.005 -0.971 0.104
H 1.021 -1.404 0.150 0.105
C 1.633 0.047 -1.320 -0.205
H 0.681 0.487 -1.625 0.085
C 2.222 0.954 -0.237 -0.170
H 2.211 1.973 -0.637 0.111
C 3.653 0.667 0.246 -0.330
C 4.636 0.424 -0.899 -0.178
C 6.061 0.315 -0.363 -0.205
C 6.161 -0.814 0.659 -0.211
C 5.167 -0.595 1.795 -0.204
C 3.746 -0.486 1.247 -0.175
H 3.482 -1.426 0.764 0.102
H 3.045 -0.321 2.068 0.117
H 5.228 -1.421 2.507 0.107
H 5.424 0.324 2.328 0.113
H 7.177 -0.868 1.056 0.106
H 5.943 -1.766 0.167 0.113
H 6.755 0.134 -1.186 0.107
H 6.344 1.258 0.112 0.113
H 4.573 1.241 -1.622 0.119
H 4.380 -0.504 -1.413 0.113
H 3.982 1.572 0.776 0.142
H 1.558 0.939 0.631 0.106
H 2.280 0.048 -2.199 0.108
H 0.217 -3.104 -1.574 0.111
H 0.516 -1.873 -2.813 0.122
H -1.052 -2.208 0.378 0.141
C -2.650 -3.117 -0.738 -0.384
C -3.034 -3.913 0.507 -0.070
H -3.656 -3.317 1.170 0.074
H -2.147 -4.223 1.055 0.078
H -3.592 -4.804 0.227 0.078
C -3.901 -2.746 -1.533 -0.071
H -4.608 -2.207 -0.907 0.079
H -4.389 -3.647 -1.899 0.079
H -3.657 -2.124 -2.392 0.071
H -2.028 -3.765 -1.370 0.130
H -3.251 -1.090 1.000 0.115
H -3.168 -0.256 -0.569 0.117
H -1.218 2.070 1.528 0.135
C -3.139 1.450 2.285 -0.213
N -2.706 0.697 3.446 -0.129
C -1.729 1.377 4.273 -0.143
H -2.158 2.318 4.619 0.076
H -0.778 1.594 3.766 0.068
H -1.520 0.753 5.141 0.074
H -2.311 -0.180 3.117 0.088
H -4.045 0.970 1.904 0.111
H -3.404 2.460 2.608 0.118
H -1.526 1.402 -1.606 0.090
H -0.726 2.791 -0.862 0.117
H -2.357 4.312 -1.959 0.107
H -3.172 2.926 -2.681 0.109
H -0.266 3.727 -3.193 0.069
H -1.613 3.974 -4.307 0.065



No. 6
80
Properties=species:S:1:pos:R:3:lowdin_charge:R:1 method="wB97M-V/def2-TZVPD" multiplicity=1 e_above_lowest_kcal_mol=0.0 lumo_ev=2.07 gap_ev=8.37 energy_ha=-18133.68344 total_charge=-1
Cl -3.122 2.214 1.260 0.633
O -4.382 2.596 0.618 -0.421
O -3.410 1.364 2.397 -0.364
O -2.301 1.490 0.323 -0.378
O -2.521 3.427 1.766 -0.368
C -4.474 0.935 -3.006 -1.564
Br -6.148 -0.046 -2.960 0.580
Br -4.434 2.209 -4.446 0.528
Br -2.991 -0.301 -3.260 0.608
H -4.356 1.353 -2.012 -0.039
C -5.696 5.494 -0.494 -1.591
Br -5.342 4.543 -2.148 0.545
Br -7.305 6.579 -0.644 0.516
Br -4.241 6.636 0.055 0.572
H -5.819 4.675 0.201 -0.042
O 2.278 -1.192 -0.494 -0.262
P 2.614 -1.045 -1.913 0.491
N 3.081 -2.429 -2.708 -0.316
C 3.090 -2.575 -4.156 -0.128
C 3.997 -3.282 -1.983 -0.116
N 3.857 0.056 -2.101 -0.303
C 4.646 0.520 -0.970 -0.108
C 4.391 0.338 -3.419 -0.117
N 1.362 -0.498 -2.852 -0.307
C 0.346 -1.471 -3.230 -0.134
C 0.883 0.868 -2.763 -0.089
H 4.118 -2.743 -4.494 0.081
H 2.682 -1.704 -4.653 0.065
H 2.506 -3.463 -4.421 0.082
H 3.586 -3.505 -1.002 0.078
H 4.989 -2.800 -1.865 0.083
H 4.264 -4.206 -2.500 0.080
H 5.703 0.231 -1.062 0.083
H 4.602 1.615 -0.923 0.081
H 4.225 0.103 -0.060 0.068
H 4.810 1.351 -3.422 0.084
H 5.253 -0.320 -3.619 0.082
H 3.608 0.267 -4.165 0.065
H -0.085 -1.138 -4.180 0.073
H 0.742 -2.476 -3.299 0.064
H -0.484 -1.450 -2.510 0.046
H 1.734 1.528 -2.913 0.073
H 0.402 0.988 -1.791 0.086
H 0.154 1.055 -3.550 0.078
C -5.690 -0.920 0.987 -0.033
O -5.029 -1.649 -0.042 -0.021
C -3.910 -2.236 0.324 -0.654
O -3.434 -2.232 1.410 0.149
O -3.446 -2.918 -0.707 -0.015
C -2.367 -3.796 -0.498 -0.055
H -6.419 -0.308 0.451 0.084
H -5.033 -0.205 1.486 0.076
H -6.206 -1.550 1.708 0.096
H -2.717 -4.786 -0.181 0.096
H -1.639 -3.402 0.216 0.097
H -1.828 -3.971 -1.433 0.085
C -0.497 -0.480 2.523 -0.011
O 0.030 -1.013 3.758 0.018
C -0.444 -0.520 4.862 -0.659
O -1.263 0.340 4.992 0.153
O 0.123 -1.172 5.877 -0.016
C 0.162 -0.514 7.103 -0.074
H 0.074 -0.979 1.752 0.088
H -0.343 0.594 2.470 0.075
H -1.560 -0.683 2.439 0.077
H 0.363 0.546 6.949 0.099
H 0.963 -0.983 7.661 0.086
H -0.796 -0.628 7.605 0.093
C 3.943 0.724 4.230 -0.033
O 3.998 1.417 2.983 -0.010
C 2.823 1.706 2.392 -0.594
O 1.739 1.666 2.907 0.140
O 3.037 2.034 1.131 -0.013
C 1.902 2.082 0.292 -0.037
H 3.843 1.439 5.043 0.094
H 4.849 0.131 4.258 0.089
H 3.071 0.070 4.252 0.092
H 1.501 3.096 0.342 0.112
H 1.143 1.353 0.550 0.091
H 2.252 1.956 -0.725 0.057